Record 1
14
Properties=species:S:1:pos:R:3 method="wB97M-V/def2-TZVPD" energy_ha=-324.660433 smiles=CC[C@@]1(C#N)CO1 spin_multiplicity=1 e_above_lowest_ev=1.7425 homo_ha=-0.4075
C 1.63480 0.54504 0.47660
C 0.24785 0.10430 0.92049
C -0.72616 -0.02388 -0.23244
C -1.27879 -1.33774 -0.59801
O -2.05394 -0.39965 0.11833
C -0.67504 1.04482 -1.23292
N -0.65156 1.93464 -1.97230
H 2.01485 -0.12655 -0.29969
H 2.32713 0.52978 1.32258
H 1.61468 1.55923 0.06395
H 0.28650 -0.87374 1.41010
H -0.16864 0.80221 1.65374
H -1.61518 -1.55153 -1.60853
H -0.95652 -2.20694 -0.02189


Record 2
14
Properties=species:S:1:pos:R:3 method="wB97M-V/def2-TZVPD" energy_ha=-324.531026 spin_multiplicity=1 e_above_lowest_ev=5.2638 homo_ha=-0.2025
C -1.89947 -1.44896 -0.35235
C -0.63909 -1.22819 0.05751
C -0.12999 -0.34821 1.06395
C 0.93589 0.24192 0.34253
N 0.93656 1.71732 0.33804
C 1.28176 -0.48182 -0.75328
O 0.45349 -1.58774 -0.76926
H -0.01261 1.93744 0.00090
H -2.71735 -1.03228 0.22133
H -2.12721 -1.86597 -1.32036
H -0.78778 0.24906 1.68552
H 1.02215 2.14711 1.26548
H 1.60059 2.14760 -0.30693
H 2.08305 -0.44727 -1.47310


Record 3
14
Properties=species:S:1:pos:R:3 method="wB97M-V/def2-TZVPD" energy_ha=-324.684822 spin_multiplicity=1 e_above_lowest_ev=1.0788 homo_ha=-0.3391
C 1.07458 1.12863 1.09384
C -0.18842 0.41746 0.57765
C -0.23759 0.39294 -0.93529
C -0.58876 -0.59317 -1.76898
O -0.99606 -1.85460 -1.52446
C -0.26642 -0.93300 1.15594
N -0.33309 -2.00705 1.58508
H 1.07590 1.19313 2.18606
H 1.10706 2.14425 0.68767
H 1.97430 0.59816 0.77003
H -1.06678 0.95839 0.95824
H 0.04567 1.33388 -1.40015
H -0.96713 -2.07500 -0.58052
H -0.57151 -0.41824 -2.84143


Record 4
14
Properties=species:S:1:pos:R:3 method="wB97M-V/def2-TZVPD" energy_ha=-324.621735 smiles="N=C=CC[C@@H]1CO1" spin_multiplicity=1 e_above_lowest_ev=2.7955 homo_ha=-0.3212
N 1.85156 -2.37566 0.21744
C 0.75855 -1.86276 0.44168
O 0.92027 1.08569 0.06725
C 0.12860 2.01273 -0.66052
C -0.49210 0.97994 0.17005
C -1.01979 -0.34726 -0.33146
C -0.46203 -1.40316 0.59886
H 2.64830 -1.82268 0.53532
H 0.14645 1.91060 -1.74519
H 0.18791 3.03289 -0.28236
H -0.89064 1.28284 1.14124
H -0.69143 -0.51676 -1.36326
H -2.11609 -0.37353 -0.32673
H -0.96958 -1.60291 1.53769


Record 5
14
Properties=species:S:1:pos:R:3 method="wB97M-V/def2-TZVPD" energy_ha=-324.540461 spin_multiplicity=1 e_above_lowest_ev=5.0071 homo_ha="-0.3154 / -0.3074"
O -0.37935 2.02832 -0.70620
C -0.44895 0.87784 -0.10471
C -1.29332 0.93700 1.07576
C 0.82045 0.37576 0.71788
C 1.28156 -0.76360 0.20656
C 0.40828 -1.25512 -0.90374
N -0.71853 -0.32939 -0.90553
H -2.19575 0.33551 1.21398
H -1.03523 1.62567 1.87820
H 1.29643 1.00917 1.45761
H 2.20467 -1.26255 0.48996
H 0.06601 -2.28560 -0.73612
H 0.97568 -1.26418 -1.84717
H -0.98196 -0.02884 -1.83648


Record 6
14
Properties=species:S:1:pos:R:3 method="wB97M-V/def2-TZVPD" energy_ha=-324.702357 smiles=Cc1coc(N)c1 spin_multiplicity=1 e_above_lowest_ev=0.6016 homo_ha=-0.2811
C -2.28118 0.24558 0.11373
C -0.82975 -0.10385 -0.00591
C -0.29933 -1.33933 -0.14411
O 1.07171 -1.27215 -0.22104
C 1.39901 0.03172 -0.12494
N 2.75525 0.30750 -0.24374
C 0.28954 0.80677 0.00926
H -2.48697 0.76911 1.05399
H -2.90363 -0.65425 0.08721
H -2.60150 0.90121 -0.70365
H -0.72095 -2.33078 -0.20252
H 3.33513 -0.44143 0.11368
H 3.01427 1.19531 0.16392
H 0.25842 1.88459 0.10409